Entry 1:
{"formula": "CF3NO3S", "method": "wB97M-V/def2-TZVPD", "largest_force_ev_per_a": 3.988, "gap_ha": 0.3487, "e_tot_ev": -27652.3149, "e_above_lowest_kj_mol": 47.4, "symbols": ["C", "N", "O", "O", "O", "F", "F", "F", "S"], "positions_angstrom": [[1.341, -0.358, -0.021], [-1.614, 0.377, -0.529], [-1.281, 0.124, -1.604], [-2.426, 1.058, -0.031], [-0.637, 0.346, 1.987], [1.946, -1.557, 0.025], [1.187, -0.032, -1.282], [1.996, 0.661, 0.589], [-0.513, -0.618, 0.866]], "forces_ev_per_a": [[-1.353, 0.649, 0.521], [1.592, -1.143, 3.473], [-0.113, -0.356, -3.869], [-1.101, 1.010, 0.189], [0.395, -1.271, -0.967], [0.029, 1.116, 0.558], [0.363, 0.032, -0.359], [-0.427, -1.769, -0.249], [0.617, 1.733, 0.704]]}



Entry 2:
{"formula": "CF3O2S", "method": "wB97M-V/def2-TZVPD", "charge": -1, "largest_force_ev_per_a": 6.834, "gap_ha": [0.3216, 0.3216], "e_tot_ev": -24115.8453, "smiles": "O=[S@@]([O-])(F)=C(F)F", "e_above_lowest_kj_mol": 358.8, "symbols": ["C", "O", "O", "F", "F", "F", "S"], "positions_angstrom": [[0.139, 1.066, -0.924], [1.666, -1.469, 1.097], [-0.508, -1.470, -0.869], [-1.282, 1.090, -0.690], [0.483, 1.810, 0.207], [-0.751, -0.403, 1.206], [0.253, -0.624, -0.028]], "forces_ev_per_a": [[-1.131, 0.902, 1.686], [-3.882, 2.667, -3.758], [0.008, -1.531, -1.170], [0.379, 0.313, -1.283], [0.902, 0.954, -0.419], [0.420, 0.269, 0.147], [3.304, -3.574, 4.798]]}



Entry 3:
{"formula": "CF3O3STl", "method": "wB97M-V/def2-TZVPD", "charge": 2, "largest_force_ev_per_a": 9.243, "gap_ha": 0.2055, "e_tot_ev": -30834.7624, "e_above_lowest_kj_mol": 79.2, "symbols": ["Tl", "C", "F", "F", "F", "S", "O", "O", "O"], "positions_angstrom": [[-1.579, 3.478, 1.999], [1.228, -0.515, -0.412], [1.738, -1.173, 0.554], [1.601, 0.701, -0.448], [1.423, -1.109, -1.523], [-0.856, -0.366, -0.062], [-1.438, -0.495, -1.405], [-1.140, -1.492, 0.779], [-0.976, 0.971, 0.518]], "forces_ev_per_a": [[-0.159, 0.333, 0.190], [8.845, -1.135, -1.951], [-2.007, 0.342, 0.477], [-1.762, 0.197, 0.401], [-2.022, 0.086, 0.276], [-9.130, 1.409, 0.309], [2.447, 0.315, 0.243], [2.045, -0.327, 0.493], [1.743, -1.219, -0.438]]}